A 2-piece molecular cluster, C8H12O6 overall at a distorted geometry. Source: the OMol25 dataset; level of theory: ωB97M-V with the def2-TZVPD basis set.

Geometry (Å):
C (-16.02638, 30.75464, -8.51555)
C (-15.83697, 32.21288, -8.88002)
C (-16.97849, 33.10160, -8.22637)
O (-16.27063, 33.94102, -7.31798)
C (-14.96764, 33.63702, -7.28939)
O (-14.15146, 34.16999, -6.61336)
O (-14.68684, 32.67887, -8.18526)
H (-16.05083, 30.62873, -7.43265)
H (-15.16217, 30.16024, -8.81122)
H (-16.91532, 30.35934, -9.00347)
H (-15.80642, 32.50304, -9.92788)
H (-17.69015, 32.49882, -7.66585)
H (-17.45584, 33.74097, -8.96560)
C (-18.26585, 25.75127, -5.56085)
C (-17.39750, 25.56415, -6.78558)
C (-18.12742, 25.08730, -8.05474)
O (-17.76694, 26.08270, -9.00667)
C (-16.98189, 27.02318, -8.52884)
O (-16.25614, 27.75746, -9.14049)
O (-16.71123, 26.78852, -7.19764)
H (-19.12458, 25.08907, -5.46910)
H (-18.78389, 26.70814, -5.72180)
H (-17.67725, 25.92417, -4.66423)
H (-16.50446, 24.99011, -6.53457)
H (-19.21218, 25.19787, -8.06864)
H (-17.77156, 24.08341, -8.27746)

Kohn-Sham gap (eV): 11.2
ΔE to the lowest compared entry with this formula, charge and spin (eV): 0.989
LUMO level (eV): 0.5
Largest force on an atom (eV Å⁻¹): 4.07
Net charge: 0
SMILES string: C[C@H]1COC(=O)O1.C[C@H]1COC(=O)O1

C5H8N as an isolated structure at a distorted geometry. Source: the OMol25 dataset; level of theory: ωB97M-V with the def2-TZVPD basis set.

Geometry (Å):
C (1.93141, 1.41633, -0.87967)
C (1.16774, 0.73444, -0.14281)
C (-2.82899, 0.05845, -0.17448)
C (-1.96892, 0.93167, -0.37518)
C (0.29411, -1.31601, 0.76045)
N (0.25240, 0.03610, 0.24896)
H (2.14693, 1.17719, -1.89357)
H (-3.66045, -0.52838, -0.43451)
H (2.60292, 2.32625, -0.53030)
H (-2.04794, 2.04479, -0.59337)
H (1.16578, -1.85172, 0.33963)
H (0.38317, -1.39161, 1.82491)
H (-0.60248, -1.73625, 0.39718)
H (-0.80897, 0.57364, 0.18422)

Kohn-Sham gap (eV): 9.6
ΔE to the lowest compared entry with this formula, charge and spin (eV): 5.928
LUMO level (eV): -5.0
Largest force on an atom (eV Å⁻¹): 5.23
Net charge: +1